[1]
This record from the OMol25 dataset describes a cluster of 9 separate species, C29H60B2NO12 in total at a distorted geometry. The level of theory is ωB97M-V/def2-TZVPD.

```
104
Properties=species:S:1:pos:R:3:forces:R:3
O -2.489069 -2.195727 -3.046638 2.007 -0.851 0.568
B -1.179703 -2.588607 -2.715847 -0.003 -0.468 -0.204
O -0.925483 -3.884939 -2.190637 -0.984 1.721 -0.156
C 0.083504 -1.576168 -2.868900 -0.403 0.039 0.046
C -0.046708 -0.490320 -1.729451 -1.565 -0.092 1.125
C 0.779211 -0.668228 -0.411022 0.194 1.211 -1.899
N 1.662408 0.287438 -0.355848 -0.469 -0.727 0.882
B 2.620596 0.475410 0.806672 0.758 0.451 2.736
O 4.013771 0.452538 0.674724 -2.077 0.181 -0.438
O 2.007956 0.719889 2.048071 1.445 -0.357 -2.864
C 1.647470 1.171741 -1.535347 0.388 -0.926 -2.159
C 0.184625 1.023992 -2.053887 1.021 0.264 1.309
H -3.043601 -2.942043 -2.780356 -0.333 0.100 -0.110
H -0.449352 -3.740135 -1.365956 0.396 -0.522 -0.040
H 1.035594 -2.145161 -2.860716 -0.470 0.427 0.096
H 0.010147 -1.075993 -3.859487 0.099 -0.117 0.685
H -1.097121 -0.599094 -1.350688 0.629 0.244 -0.339
H 0.630247 -1.426197 0.381523 0.222 0.586 -0.464
H 4.264537 1.282285 0.239671 0.487 -0.171 -0.195
H 1.351486 1.410549 1.861393 -0.612 -0.221 1.047
H 2.115480 2.166829 -1.432892 -0.495 -0.514 0.460
H 2.292791 0.604098 -2.254353 -0.195 0.788 0.296
H -0.445275 1.644454 -1.373603 0.157 -0.449 -0.601
H 0.068058 1.393838 -3.086900 0.010 -0.620 0.453
C -0.412460 1.308152 5.313704 0.396 -0.209 -0.179
C -0.323567 2.400864 4.283324 0.040 0.228 -0.089
O 0.566845 2.409865 3.452976 -0.259 0.046 -0.087
C -1.375517 3.470573 4.323161 0.560 0.129 -0.521
H 0.407571 0.604720 5.167695 -0.037 0.050 -0.008
H -0.336074 1.734495 6.314788 -0.234 -0.031 0.014
H -1.358372 0.773942 5.207591 -0.093 0.138 0.197
H -1.342042 3.990548 5.280465 -0.265 -0.159 0.067
H -2.355885 3.029949 4.173093 -0.029 0.093 0.219
H -1.188718 4.190254 3.525621 0.043 -0.052 0.029
C -0.660727 -8.993638 -4.072057 -0.179 -0.245 -0.002
C -1.745445 -7.948765 -4.073347 -0.363 -0.053 0.009
O -2.916737 -8.256280 -4.048775 0.107 0.037 0.000
C -1.315963 -6.506758 -4.106572 -0.169 -0.015 -0.024
H -1.113403 -9.984130 -4.046735 0.002 0.069 0.001
H -0.058224 -8.905734 -4.977789 0.143 0.079 0.117
H -0.028854 -8.873568 -3.190148 0.142 0.068 -0.125
H -0.743818 -6.309263 -5.014326 0.142 0.035 0.123
H -0.714977 -6.277012 -3.225873 0.132 0.022 -0.123
H -2.199247 -5.867845 -4.103769 0.021 -0.054 0.010
C -6.076780 2.521752 6.351412 0.216 -0.250 -0.033
C -5.026499 3.492090 5.880931 0.184 -0.084 -0.040
O -3.892363 3.130320 5.643783 -0.429 -0.016 0.223
C -5.437865 4.929906 5.715648 0.316 0.093 -0.081
H -5.641840 1.525525 6.425580 -0.008 0.063 0.002
H -6.443596 2.818603 7.335241 -0.169 0.056 -0.096
H -6.902580 2.492564 5.638472 -0.110 0.112 0.143
H -5.776858 5.332252 6.671816 -0.190 -0.014 -0.076
H -6.235400 5.005485 4.974736 -0.119 0.028 0.150
H -4.584049 5.513111 5.372343 -0.039 -0.052 0.009
C -3.332087 6.834221 1.125955 -0.203 -0.063 0.191
C -2.935234 5.384073 1.056120 -0.221 -0.138 0.199
O -3.519248 4.538348 1.696769 0.085 -0.023 -0.063
C -1.780678 5.025544 0.156932 0.038 -0.290 0.020
H -4.173515 6.945772 1.808508 0.047 -0.032 -0.038
H -2.497256 7.431493 1.496914 0.018 0.072 -0.191
H -3.632622 7.186268 0.137600 0.173 0.108 0.000
H -0.877802 5.543388 0.485632 -0.021 0.113 -0.159
H -2.013084 5.298007 -0.874156 0.130 0.156 0.026
H -1.606157 3.950262 0.205871 -0.038 0.046 0.040
C 6.877836 2.677513 -1.828669 -0.265 0.152 0.238
C 5.638912 2.202126 -2.536768 -0.051 0.083 0.023
O 4.529866 2.550096 -2.174515 -0.026 -0.219 0.170
C 5.824369 1.279983 -3.710648 -0.384 0.018 -0.019
H 6.596000 3.333996 -1.005713 0.016 -0.017 -0.060
H 7.426870 1.824376 -1.425809 0.147 0.027 -0.166
H 7.510645 3.234936 -2.520710 0.122 -0.165 0.004
H 6.327178 0.366239 -3.389479 0.182 0.084 -0.088
H 6.411527 1.776455 -4.484529 0.151 -0.127 0.057
H 4.850444 1.018256 -4.123867 0.053 0.031 0.009
C -1.622481 -2.419659 -6.243084 0.208 0.041 0.068
C -1.649947 -3.823409 -6.784234 0.161 -0.244 -0.094
O -0.697195 -4.560389 -6.665508 0.020 0.092 0.048
C -2.908290 -4.273787 -7.476005 0.116 -0.264 -0.048
H -0.656715 -2.233579 -5.772149 -0.016 -0.056 -0.076
H -1.759058 -1.704236 -7.055957 -0.167 0.030 0.071
H -2.407819 -2.294768 -5.497146 -0.098 0.147 -0.162
H -3.103402 -3.640783 -8.343432 -0.153 0.079 0.107
H -3.750974 -4.228332 -6.783580 -0.067 0.152 -0.107
H -2.786830 -5.302378 -7.812851 0.011 0.058 0.034
C 7.736547 -0.719525 4.391497 0.275 -0.061 0.062
C 7.852181 -0.918937 2.903184 0.341 -0.115 -0.098
O 8.900838 -1.235334 2.389132 -0.121 0.051 0.011
C 6.609527 -0.708526 2.077614 0.171 -0.044 -0.248
H 8.704071 -0.903652 4.856575 -0.047 0.004 -0.053
H 7.432477 0.306269 4.607524 -0.180 -0.076 0.054
H 7.008796 -1.419607 4.805753 -0.120 0.159 0.027
H 6.256232 0.317211 2.190100 -0.175 -0.097 0.139
H 5.832248 -1.408278 2.388812 -0.112 0.182 0.081
H 6.840727 -0.886342 1.027535 0.013 -0.013 0.061
C -3.256726 -1.973783 2.520851 0.295 -0.275 -0.010
C -2.164471 -1.048138 2.062612 0.098 -0.041 0.041
O -1.040970 -1.458950 1.837498 -0.064 0.054 -0.233
C -2.513733 0.406639 1.894331 0.368 -0.026 -0.132
H -2.864231 -2.987041 2.598941 -0.013 0.063 0.003
H -3.621242 -1.662050 3.500892 -0.169 0.075 -0.099
H -4.075310 -1.968426 1.799132 -0.108 0.128 0.141
H -2.846236 0.822992 2.846819 -0.200 0.034 -0.095
H -3.300108 0.516840 1.145408 -0.150 0.058 0.184
H -1.631996 0.956175 1.561784 -0.031 0.004 0.066
```
Positions in Å, forces in eV/Å.

net charge = +1
energy relative to the best compared isomer or geometry (same formula, charge and spin) = 0.00 kcal/mol

Löwdin population analysis, charges in e, atoms 1 to 6:
1. O 0.14
2. B -0.58
3. O 0.12
4. C -0.02
5. C -0.22
6. C 0.12

---

[2]
This record from the OMol25 dataset describes a cluster of 4 separate species, C29H60BN2O16P3 in total at a distorted geometry. The level of theory is ωB97M-V/def2-TZVPD.

```
111
Properties=species:S:1:pos:R:3:forces:R:3
C 0.919355 1.370973 2.039303 0.083 -0.024 -0.894
N -0.156447 1.974633 1.187340 -0.282 -1.340 1.393
C -0.537354 0.873016 0.227404 -0.619 4.010 -0.171
B -1.277922 2.394883 2.003295 0.513 -0.213 0.194
O -1.223113 2.138945 3.394042 -0.229 0.439 -0.657
C -2.592007 3.110457 1.464269 -0.362 -0.293 -0.609
C -3.173714 4.081271 2.180587 -0.672 -0.085 -0.237
C -4.471557 4.723484 1.649238 0.066 -0.741 0.143
O -4.677386 5.906985 1.720474 -0.176 -0.094 0.187
C -5.432713 3.723130 0.991538 0.805 0.167 0.194
C -4.860098 2.766191 0.264159 0.244 -0.460 -0.295
C -5.584550 1.631011 -0.461243 0.234 -0.251 0.617
C -6.956914 1.247276 0.147700 0.250 -0.102 -0.261
C -6.924074 1.018513 1.678635 -0.478 0.103 0.096
N -8.230479 0.979009 2.355194 0.555 0.129 -1.216
O -5.919324 0.838709 2.303752 -0.068 -0.087 -0.390
C -3.321300 2.757546 0.158113 -0.562 0.524 0.711
O -2.778069 2.521002 -0.891795 0.047 -0.223 0.116
H 0.542235 0.408155 2.442370 0.463 0.510 0.247
H 1.278204 2.054333 2.819252 -0.270 -0.335 -0.209
H 1.750978 1.133744 1.348989 -0.162 0.133 0.462
H -1.574779 0.540142 0.429030 0.714 -0.352 0.006
H 0.199644 0.085555 0.223264 0.619 1.067 1.084
H -0.576291 1.344060 -0.776522 0.067 -0.657 0.296
H -1.658926 1.304621 3.607659 -0.007 0.217 0.171
H -2.763531 4.405497 3.146312 -0.237 0.116 -0.501
H -6.519290 3.762370 1.127633 0.458 0.441 -0.031
H -5.686195 1.839713 -1.539042 0.080 -0.031 0.407
H -4.937816 0.734763 -0.363459 -0.232 0.481 -0.206
H -7.230211 0.261260 -0.289601 0.021 0.471 0.261
H -7.773183 1.926758 -0.169176 0.427 -0.187 0.408
H -8.677598 0.142229 1.963262 -0.084 0.089 0.405
H -8.756449 1.741703 1.915376 -0.134 -0.208 0.276
C -3.012417 -7.497045 -0.420403 0.022 -0.094 -0.147
C -1.830733 -6.542543 -0.398955 0.073 -0.253 0.272
O -1.982817 -5.489329 -1.347643 -0.735 0.028 0.278
P -3.023855 -4.256410 -0.997052 6.472 0.953 -4.797
O -2.449256 -3.803766 0.315825 -3.765 -0.875 1.089
O -2.413258 -3.036053 -1.927090 -0.901 0.039 0.228
C -2.175461 -1.745008 -1.356720 0.528 0.080 0.125
C -0.709069 -1.566298 -1.014349 0.136 0.258 -0.008
O -4.053692 -4.645055 -2.228023 -1.613 0.132 3.203
C -3.574411 -4.910209 -3.554505 0.100 -0.420 -0.785
C -3.533187 -6.396586 -3.849149 0.276 -0.239 0.224
H -3.961675 -6.959953 -0.342614 0.029 -0.010 0.118
H -2.943562 -8.209976 0.402872 -0.011 0.051 0.015
H -3.036920 -8.061345 -1.353143 -0.036 0.024 0.004
H -1.689043 -6.136727 0.605028 -0.024 0.147 -0.065
H -0.916918 -7.079462 -0.658933 -0.004 0.119 -0.117
H -2.803997 -1.586252 -0.477866 0.052 -0.121 0.023
H -2.471038 -0.998651 -2.098040 -0.048 -0.147 -0.101
H -0.306098 -2.429643 -0.479542 -0.214 -0.006 0.106
H -0.550699 -0.645201 -0.387058 -0.951 -3.380 -2.146
H -0.120921 -1.465934 -1.932366 -0.033 0.022 0.025
H -2.604759 -4.456003 -3.743399 -0.023 0.082 0.280
H -4.290707 -4.436392 -4.228664 -0.087 0.132 0.256
H -2.638135 -6.854059 -3.427680 -0.036 0.053 0.046
H -3.501683 -6.572014 -4.926384 -0.110 0.109 0.005
H -4.395883 -6.911418 -3.424546 -0.092 0.094 -0.130
C 2.788395 1.962981 -2.756327 -0.141 -0.051 0.103
C 2.164566 2.559032 -4.007286 0.106 -0.333 -0.080
O 1.745938 3.905440 -3.799935 0.695 0.079 0.318
P 2.889919 5.096147 -3.770504 -7.668 1.284 -2.198
O 3.528515 4.870401 -5.111353 3.171 -0.392 2.411
O 1.992000 6.421932 -4.185134 0.696 0.139 0.438
C 2.444189 7.305437 -5.211306 -0.141 -0.061 -0.451
C 1.731550 7.010936 -6.519137 -0.243 0.055 -0.041
O 2.627573 5.444060 -2.181579 3.468 -0.733 -0.782
C 1.300973 5.616580 -1.656694 -0.742 -0.136 0.576
C 0.837634 4.385535 -0.905487 -0.040 -0.311 -0.254
H 3.565922 2.614143 -2.347752 0.060 -0.061 -0.076
H 3.226024 0.987173 -2.974322 0.028 0.040 -0.022
H 2.037508 1.828894 -1.976061 0.028 0.040 0.017
H 2.862299 2.498849 -4.845382 -0.004 0.159 -0.006
H 1.278374 1.986565 -4.286964 -0.065 0.153 0.020
H 3.525669 7.244314 -5.332431 -0.040 -0.127 -0.014
H 2.217679 8.325071 -4.892130 -0.074 -0.085 0.157
H 1.720495 5.944960 -6.745030 0.236 0.003 0.059
H 2.203149 7.541420 -7.348615 -0.019 0.011 0.024
H 0.687925 7.327750 -6.455461 0.042 0.034 -0.018
H 0.581859 5.889391 -2.425298 0.244 -0.027 -0.188
H 1.363546 6.455101 -0.960090 0.281 0.040 -0.141
H 0.475445 3.621782 -1.594020 0.031 0.032 0.001
H 0.007068 4.628316 -0.240361 0.094 0.093 0.037
H 1.647028 3.943297 -0.323805 -0.041 0.151 0.128
C 4.092695 -5.269324 2.533284 -0.057 -0.071 0.151
C 3.566210 -3.844443 2.544447 -0.207 -0.169 -0.265
O 4.273114 -3.025297 3.473607 0.628 -0.353 -0.298
P 5.783943 -2.495882 3.068495 -4.866 4.059 5.010
O 5.471437 -1.801767 1.773567 2.736 -2.657 -1.219
O 5.918723 -1.141155 4.006771 0.725 -0.403 -0.229
C 6.350885 0.092367 3.430777 -0.317 0.327 -0.182
C 5.159315 0.987368 3.144964 -0.158 0.140 0.186
O 6.517136 -3.365466 4.263622 1.316 -0.673 -3.253
C 6.022206 -3.359854 5.610602 -0.262 -0.318 0.789
C 5.239278 -4.619126 5.925260 -0.371 -0.064 -0.210
H 5.179221 -5.293303 2.412779 -0.035 0.007 -0.117
H 3.636484 -5.839368 1.722258 0.033 0.040 -0.017
H 3.861292 -5.774537 3.471563 0.043 0.002 -0.005
H 3.613093 -3.414827 1.541484 0.098 0.113 0.061
H 2.517286 -3.840086 2.845596 0.068 0.100 0.112
H 6.936550 -0.080003 2.527955 -0.113 -0.074 -0.021
H 7.012870 0.579825 4.149551 -0.042 -0.160 0.116
H 4.357345 0.448715 2.640043 0.176 -0.093 -0.149
H 5.449456 1.842406 2.531352 0.005 -0.006 0.032
H 4.740714 1.361034 4.082482 0.039 0.035 -0.031
H 5.428731 -2.475804 5.830614 0.050 0.061 -0.282
H 6.905840 -3.324161 6.250824 0.133 0.071 -0.263
H 4.220375 -4.551591 5.544002 0.056 0.027 -0.048
H 5.164897 -4.763181 7.005054 0.151 0.038 -0.010
H 5.700689 -5.498612 5.474556 0.133 0.033 0.125
```
Positions in Å, forces in eV/Å.

SMILES string = CN(C)B(O)C1=CC(=O)C=C(CCC(N)=O)C1=O.CCOP(=O)(OCC)OCC.CCOP(=O)(OCC)OCC.CCOP(=O)(OCC)OCC

Löwdin population analysis, charges in e, atoms 1 to 6:
1. C -0.07
2. N -0.05
3. C -0.10
4. B -0.51
5. O 0.11
6. C 0.01

---

Kohn-Sham gap in eV, matching the order above: 7.14 8.32
HOMO level in Eh, matching the order above: -0.39553 -0.33830
Electronic energy in eV, matching the order above: -58457.68561 -95327.61742